[1]
Molecular formula: CH3N2O
Method: DFT, the ωB97M-V functional and the def2-TZVPD basis

Its spin multiplicity is 1. Its calculated total energy is -6100.0598 eV. As for the energy above the lowest of the compared OMol25 structures with the same formula, charge and spin: 4.723 eV. The charge is +1. The value obtained for the LUMO energy is -6.264 eV. For the HOMO-LUMO gap, the calculation gives 11.845 eV. As for the SMILES: O=[N+]1CN1.

Last column: natural (NBO) charge in e.
Geometry (Å):
1 O -0.90403 -0.85541 1.44878  -0.1187
2 N 0.29575 -0.73936 -0.48753  -0.3208
3 N -0.35688 -0.42269 0.54307  0.4424
4 C -0.02235 0.76236 -0.15313  -0.0391
5 H 0.97718 -1.43383 -0.98144  0.5149
6 H -0.73911 1.28110 -0.73780  0.2581
7 H 0.74945 1.40783 0.36805  0.2632

[2]
Molecular formula: C45H43Cl2N3O5P2S2Zr
Method: DFT, the ωB97M-V functional and the def2-TZVPD basis

Its spin multiplicity is 1. Its calculated total energy is -128636.0236 eV. As for the energy above the lowest of the compared OMol25 structures with the same formula, charge and spin: 1.070 eV. The charge is +2. The value obtained for the LUMO energy is -5.699 eV. For the HOMO-LUMO gap, the calculation gives 6.725 eV.

Last column: Mulliken charge in e.
Geometry (Å):
1 Zr -1.15602 0.25634 -0.24131  -1.5766
2 Cl -2.06947 2.16511 1.77196  0.1017
3 Cl -3.21258 -0.46667 1.59695  0.0921
4 S -5.23253 2.30372 -2.11985  -0.0349
5 S -4.94777 -0.50350 -1.29382  0.0891
6 P 1.08501 0.69690 1.61374  2.3066
7 P -0.10653 -1.82829 1.37565  0.0500
8 O 3.92098 -2.30064 -3.70265  -0.4468
9 O -2.78986 4.82562 -3.06119  -0.6280
10 O -0.55773 2.05455 -0.73936  0.3741
11 O 0.45844 -0.46355 -1.06855  0.6411
12 O -1.91203 -0.76422 -1.89591  1.2818
13 N 1.38770 -1.01245 1.50776  0.6563
14 N -2.67766 2.66099 -1.40076  -0.8775
15 N -3.03790 1.35669 -0.99852  0.1141
16 C -1.30979 -4.41552 -1.50491  -0.5947
17 C -0.14987 -5.05254 -1.92603  -0.6536
18 C -0.95802 6.27075 -2.96805  -0.7693
19 C 1.50232 1.27638 6.18629  -0.7536
20 C 4.24602 3.48863 -0.30118  -0.7418
21 C 1.12240 -3.80801 -0.30045  -0.3622
22 C 0.96308 5.78455 -1.58599  -0.9519
23 C 2.76693 1.59712 -0.48321  -0.3920
24 C 2.55833 -1.70564 2.06431  -1.2512
25 C -0.41590 -4.17718 5.31796  -0.6538
26 C -0.88805 4.22741 -1.68358  -0.6049
27 C 2.66176 -1.96348 -3.48580  0.8276
28 C 0.20369 1.41618 4.17187  -0.9574
29 C 3.66740 2.47897 -1.06179  -0.7522
30 C -1.56947 5.08574 -2.56404  0.5229
31 C -6.59455 1.19118 -2.55257  -0.6167
32 C 3.01872 2.71984 1.62368  -1.1951
33 C 1.06315 -4.75249 -1.31699  -0.8201
34 C 2.51182 0.75843 4.05851  -0.6024
35 C -2.40940 -1.40084 -4.11201  -2.2203
36 C 0.38218 4.59879 -1.20768  -0.1830
37 C -4.23973 1.08004 -1.40092  0.0901
38 C -0.29892 -2.09469 4.12519  -0.3484
39 C 1.29539 0.99172 3.40841  1.1182
40 C -3.30253 1.09979 2.45186  -0.4756
41 C 0.30357 1.56252 5.55115  -0.4112
42 C -6.64552 0.07578 -1.53364  -0.7090
43 C 1.76665 -2.24333 -4.54696  -1.2272
44 C -1.42566 -1.14704 -3.01690  1.0555
45 C -0.37825 -2.78685 5.32328  -0.8109
46 C 0.87541 -1.05899 -2.17858  0.3379
47 C -0.37592 -4.86878 4.11659  -0.9083
48 C -1.24478 -3.47238 -0.48682  -0.5176
49 C -0.29412 -4.17915 2.91162  -0.7803
50 C -1.42605 2.94010 -1.26129  1.1711
51 C 4.89402 -1.97511 -2.69830  -0.7006
52 C 0.28292 6.61704 -2.47963  -0.3942
53 C 3.91071 3.61100 1.03809  -0.9184
54 C 2.44830 1.67799 0.88010  0.2366
55 C -0.03404 -3.15774 0.12776  1.2324
56 C 2.21660 -1.37165 -2.31034  0.3546
57 C 2.60721 0.88291 5.43707  -0.9175
58 C -0.04423 -1.35407 -3.20877  -0.6632
59 C 0.45549 -1.93349 -4.40702  -1.2034
60 C -0.23746 -2.78581 2.91002  1.6880
61 H -7.50634 1.78527 -2.53713  0.4365
62 H -0.48034 -4.72111 6.25324  0.4239
63 H -6.42911 0.81522 -3.55925  0.3276
64 H -0.19076 -5.78529 -2.72422  0.4174
65 H -0.26505 -4.73211 1.98295  0.4456
66 H -3.13303 4.03205 -2.61838  0.4281
67 H -4.27619 1.53027 2.28888  0.5259
68 H -2.16890 -0.78944 -4.98432  0.5034
69 H -2.26229 -4.65027 -1.96659  0.4898
70 H 1.93424 6.06741 -1.20025  0.4762
71 H 4.88417 -0.90629 -2.48470  0.2873
72 H 2.70696 -1.48884 3.11777  0.3051
73 H 3.39842 0.51649 3.48703  0.6357
74 H -3.09806 0.92414 3.49593  0.4611
75 H -0.40827 -5.95222 4.11261  0.4543
76 H 2.08224 -3.57536 0.14499  0.1819
77 H 5.85342 -2.25668 -3.11143  0.2760
78 H -0.73353 1.64191 3.68263  0.0304
79 H 2.76486 2.85819 2.66421  0.4206
80 H -7.22629 -0.77505 -1.88689  0.4406
81 H -0.41101 -2.24326 6.26121  0.4743
82 H -3.41121 -1.16458 -3.76631  0.1192
83 H 1.97007 -5.25980 -1.63213  0.4657
84 H 1.58474 1.37760 7.26275  0.4346
85 H 0.73130 7.55286 -2.79179  0.4099
86 H -2.37361 -2.44928 -4.41875  0.5128
87 H 2.88500 -1.13674 -1.49342  0.3793
88 H -0.55017 1.90596 6.12678  0.4412
89 H -1.49311 6.90774 -3.66366  0.4543
90 H 4.94460 4.18498 -0.75511  0.4421
91 H 2.41971 -2.78053 1.98644  0.5454
92 H 4.34061 4.40687 1.63694  0.4579
93 H 3.90091 2.39060 -2.11618  0.5193
94 H 2.15715 -2.69599 -5.45083  0.5283
95 H 3.55286 0.68518 5.92967  0.4505
96 H 4.70619 -2.54284 -1.78631  0.2857
97 H 0.89940 3.92813 -0.53279  0.3193
98 H -0.26097 -1.01655 4.13825  0.2003
99 H -0.22391 -2.13936 -5.22699  0.5235
100 H 2.29837 0.85637 -1.10484  0.3283
101 H 3.45973 -1.42944 1.51158  0.3079
102 H -2.16307 -2.99654 -0.15791  0.3941
103 H -7.04362 0.41166 -0.57816  0.3224

[3]
Molecular formula: C48H48AsCl3KNOP
Method: DFT, the ωB97M-V functional and the def2-TZVPD basis

Its spin multiplicity is 1. Its calculated total energy is -178115.3581 eV. As for the energy above the lowest of the compared OMol25 structures with the same formula, charge and spin: 0.657 eV. The charge is -1. The value obtained for the LUMO energy is 2.049 eV. For the HOMO-LUMO gap, the calculation gives 5.806 eV.

Last column: Mulliken charge in e.
Geometry (Å):
1 As -2.37782 -1.73599 -1.74578  0.1223
2 K -0.16721 -0.09733 -0.10404  1.8032
3 Cl 5.17664 -5.44746 0.66729  -0.3234
4 Cl -3.14268 1.65719 -2.54883  -0.3350
5 Cl 1.86381 -3.71379 -3.20727  -0.2159
6 P 2.10450 1.93419 -1.75587  0.4748
7 O 0.57855 -2.15932 -1.00767  0.3514
8 N 1.40474 -2.01306 1.57988  0.3302
9 C 0.73861 3.22143 -3.69762  -1.7881
10 C 0.94749 3.66710 0.02552  0.4894
11 C -2.42161 -0.17512 2.73008  -0.1229
12 C 1.55236 -2.87938 -0.65389  -1.7914
13 C 2.15705 2.67699 -3.47797  2.0811
14 C 3.09165 5.37753 0.40208  -0.7806
15 C -1.38649 -5.60919 -2.78269  -0.5286
16 C -4.98167 -2.06055 -3.14249  -0.4387
17 C -1.96073 2.05010 -1.13032  -0.6401
18 C 5.03683 1.54008 -1.82227  -1.8632
19 C -1.03877 -3.62272 -5.15704  -0.1668
20 C -1.58312 -6.37938 -1.64411  -0.8287
21 C -2.06811 -5.79801 -0.47674  -0.6681
22 C 0.82695 4.75148 0.88939  -0.7057
23 C -2.35070 -4.43768 -0.44546  -0.6810
24 C 2.13774 3.42029 -0.66571  0.3714
25 C 1.90248 5.60329 1.08711  -0.6826
26 C -1.83406 -1.97263 -3.59326  0.0806
27 C -2.52186 1.00613 2.00508  -0.7482
28 C -1.68086 -4.24947 -2.75964  0.4108
29 C 2.29774 -3.70461 -1.51997  0.9529
30 C -6.46939 -1.32430 -0.91585  -0.5892
31 C -6.36881 -2.02806 -3.20915  -0.7215
32 C 3.20234 4.30588 -0.47178  -0.2632
33 C 2.89115 -2.68125 3.33092  -0.9713
34 C 3.69643 0.72962 0.12389  -1.8932
35 C 3.80693 -4.45918 0.19590  0.6448
36 C 3.51666 -0.40167 -2.07619  -2.2161
37 C 3.68697 0.96648 -1.39502  2.4027
38 C 3.15799 -3.63966 1.14651  0.1087
39 C -1.22484 -1.30714 -5.81417  -0.5315
40 C 3.55763 -3.52863 2.49554  -1.0305
41 C -0.90000 -2.62719 -6.11448  -0.7619
42 C -0.56013 0.72638 3.96282  -0.3761
43 C 2.40288 1.54584 -4.48102  -2.1582
44 C -1.69137 -0.97461 -4.54781  -0.5046
45 C 3.38590 -4.47517 -1.10575  -0.5822
46 C -2.16344 -3.66822 -1.58360  0.3271
47 C 3.15254 3.81052 -3.72042  -1.8545
48 C 1.81373 -1.93517 2.82240  0.1702
49 C -0.65510 1.91002 3.23340  -0.4519
50 C -1.43982 -0.31653 3.70833  -0.3198
51 C -5.08080 -1.34888 -0.85603  -0.1777
52 C -7.11687 -1.66388 -2.09601  -0.4944
53 C 2.04982 -2.85398 0.72585  0.1210
54 C -1.63281 2.04722 2.25655  0.0148
55 C -1.50614 -3.30142 -3.88621  0.3473
56 C -4.32578 -1.72629 -1.96287  0.4693
57 H -6.86688 -2.28446 -4.13666  0.3730
58 H -7.04173 -1.02391 -0.04694  0.4076
59 H 3.83768 1.65388 0.68379  0.3927
60 H 0.04444 2.71584 3.41933  0.3832
61 H 3.17771 -2.57298 4.36906  0.4236
62 H -4.40814 -2.34310 -4.01730  0.3725
63 H 4.24978 -1.10712 -1.66792  0.6772
64 H -0.53056 -2.87980 -7.10109  0.3568
65 H 2.77020 0.25910 0.46736  0.3283
66 H 5.82192 0.81933 -1.56564  0.5171
67 H 5.08639 1.70134 -2.89942  0.2911
68 H -1.69952 2.94909 1.66176  0.2848
69 H -3.24649 1.10983 1.20809  0.2043
70 H 1.81492 6.44651 1.76089  0.3779
71 H -0.11223 4.92884 1.40100  0.4846
72 H -2.70157 -3.98061 0.47291  0.4146
73 H 4.39545 -4.11618 2.84754  0.4027
74 H 0.09447 3.01534 -0.14191  -0.3856
75 H 3.90374 -5.08670 -1.83294  0.4780
76 H 3.44214 1.21230 -4.47183  0.2783
77 H 0.48394 3.99123 -2.96462  0.3200
78 H 0.20694 0.61913 4.72037  0.4454
79 H 5.27802 2.47398 -1.31638  0.2867
80 H -1.35765 -1.24452 4.26085  0.3355
81 H 2.92302 4.67995 -3.10316  0.3452
82 H -0.01340 2.43302 -3.62617  0.2260
83 H 2.17825 1.90789 -5.48975  0.5704
84 H -1.10851 -0.53610 -6.56602  0.4176
85 H 4.51279 0.04363 0.37567  0.5327
86 H 1.76158 0.68278 -4.28292  0.3991
87 H -2.20887 -6.40210 0.41103  0.4025
88 H 3.08566 4.12420 -4.76897  0.5385
89 H -1.21543 2.65881 -1.66256  -0.1112
90 H 2.52243 -0.82064 -1.91368  0.1964
91 H 1.27443 -1.25108 3.46777  -0.0245
92 H -1.34651 -7.43595 -1.66182  0.3734
93 H -3.10029 -0.99485 2.52569  0.3751
94 H -0.76785 -4.64372 -5.39858  0.3400
95 H 3.93314 6.04562 0.54227  0.4123
96 H -0.98896 -6.06857 -3.67968  0.3452
97 H -8.19818 -1.63461 -2.15233  0.3556
98 H 4.12737 4.16531 -1.00909  0.2295
99 H -2.56720 2.80232 -0.59431  0.3823
100 H 0.67575 3.67138 -4.69478  0.5661
101 H -4.58036 -1.05110 0.05941  0.1434
102 H 4.18369 3.51276 -3.52879  0.2352
103 H 3.67889 -0.34366 -3.15300  0.2532
104 H -1.94611 0.04977 -4.29815  0.1785